(1)
Molecular formula: C5H10NO2
Method: DFT, the ωB97M-V functional and the def2-TZVPD basis

Each line ends with the natural charge from an NBO analysis.
Cartesian coordinates (Å):
O: -0.556 2.166 -1.110  -0.490
O: 1.543 1.372 -0.830  -0.731
N: 0.800 -1.161 -1.263  -0.709
C: -0.105 -0.166 -0.462  -0.139
C: -0.054 -0.232 0.969  -0.523
C: -0.785 -1.456 1.406  -0.239
C: 0.212 1.286 -0.929  0.778
C: -1.528 -1.566 2.453  -0.293
H: 0.616 -2.004 -0.711  0.437
H: -0.286 0.842 1.432  0.304
H: -0.620 -2.222 0.696  0.162
H: -1.678 -0.846 3.174  0.210
H: 1.877 -1.014 -1.326  0.480
H: 1.994 2.235 -0.828  0.536
H: 1.041 0.024 1.514  0.272
H: -2.137 -2.504 2.727  0.227
H: 0.437 -1.441 -2.192  0.453
H: -1.185 -0.445 -0.748  0.265

Cartesian forces (eV/Å) of the 2 atoms listed first:
O -0.32 -0.02 -0.31
O 1.28 -0.25 -0.08

Output
Energy relative to the best compared isomer or geometry (same formula, charge and spin): 269.6 kJ/mol
Total charge: +1
Structure (SMILES): C=CC[C@H]([NH3+])C(=O)O
LUMO energy: -3.80 eV
DFT total energy: -401.42231 Eh
Highest occupied orbital energy: -13.887 eV
Gap between HOMO and LUMO: 10.090 eV
Molar mass: 116.14 g mol⁻¹


(2)
Molecular formula: C3H7NO4S
Method: DFT, the ωB97M-V functional and the def2-TZVPD basis

Each line ends with the natural charge from an NBO analysis.
Cartesian coordinates (Å):
S: -1.900 -0.618 0.183  2.211
O: -1.367 -1.575 1.116  -0.914
O: -1.819 2.020 0.386  -0.433
O: -1.360 -1.090 -1.372  -0.888
O: -3.325 -0.515 0.149  -0.865
N: 1.103 0.089 -0.619  -0.668
C: 1.545 -0.672 0.551  -0.420
C: -1.121 1.072 0.226  0.353
C: 0.351 1.210 -0.173  -0.341
H: 1.841 0.133 -1.304  0.398
H: 0.818 1.600 0.757  0.213
H: 0.534 2.047 -0.931  0.256
H: -0.438 -1.247 -1.419  0.508
H: 2.381 -1.353 0.249  0.205
H: 2.013 0.116 1.305  0.161
H: 0.744 -1.216 0.896  0.223

Cartesian forces (eV/Å) of the 2 atoms listed first:
S -0.29 -2.72 -1.64
O 0.50 0.90 -0.17

Output
Energy relative to the best compared isomer or geometry (same formula, charge and spin): 220.8 kJ/mol
Structure (SMILES): CNCC(=O)S(=O)(=O)O
LUMO energy: -0.34 eV
DFT total energy: -872.33980 Eh
Highest occupied orbital energy: -9.942 eV
Gap between HOMO and LUMO: 9.598 eV
Molar mass: 153.16 g mol⁻¹


(3)
Molecular formula: C3H9NO2S2
Method: DFT, the ωB97M-V functional and the def2-TZVPD basis

Each line ends with the natural charge from an NBO analysis.
Cartesian coordinates (Å):
S: 0.158 -4.048 1.675  -0.124
S: -0.224 -2.561 0.409  0.058
O: -0.923 1.039 -2.400  -0.937
O: 0.112 3.470 0.489  -0.595
N: 0.535 1.374 -0.078  -0.630
C: 0.052 -0.028 -0.135  -0.249
C: 0.897 -1.069 0.565  -0.520
C: -0.177 2.324 0.662  0.523
H: 1.848 -1.165 -0.168  0.201
H: -0.866 0.063 0.535  0.203
H: 1.368 1.694 -0.543  0.409
H: -1.036 0.392 -3.099  0.468
H: 1.322 -1.038 1.575  0.236
H: -1.750 1.559 -2.492  0.479
H: -0.152 -0.435 -1.195  0.231
H: -0.039 -3.621 2.971  0.122
H: -1.125 2.051 1.227  0.126

Cartesian forces (eV/Å) of the 2 atoms listed first:
S 1.03 -0.87 1.11
S -0.45 1.24 -0.38

Output
Energy relative to the best compared isomer or geometry (same formula, charge and spin): 209.0 kJ/mol
Structure (SMILES): O=CNCCSS.O
LUMO energy: 0.40 eV
DFT total energy: -1121.26586 Eh
Highest occupied orbital energy: -8.798 eV
Gap between HOMO and LUMO: 9.197 eV
Molar mass: 155.24 g mol⁻¹


(4)
Molecular formula: C5H6BrN3O2
Method: DFT, the ωB97M-V functional and the def2-TZVPD basis

Each line ends with the natural charge from an NBO analysis.
Cartesian coordinates (Å):
Br: -4.121 -0.620 -0.529  -0.013
O: 2.031 1.280 0.567  -0.399
O: 0.399 2.605 0.100  -0.429
N: 0.870 1.484 0.242  0.526
N: -1.920 1.619 -0.623  -0.745
N: 1.864 -1.119 0.611  -0.308
C: -1.337 0.480 -0.297  0.288
C: 0.675 -0.881 0.129  0.157
C: 3.012 -1.536 0.381  0.039
C: -2.388 -0.830 0.192  -0.575
C: 0.049 0.347 0.029  -0.158
H: 0.076 -1.765 -0.052  0.245
H: -2.920 1.624 -0.757  0.414
H: 3.660 -1.759 1.216  0.191
H: -1.973 -1.799 -0.050  0.163
H: 3.425 -1.620 -0.620  0.176
H: -1.403 2.488 -0.539  0.431

Cartesian forces (eV/Å) of the 2 atoms listed first:
Br -0.38 0.06 -0.25
O -0.01 0.46 -0.03

Output
Energy relative to the best compared isomer or geometry (same formula, charge and spin): 633.0 kJ/mol
Structure (SMILES): C=N/C=C(/C(N)=C/Br)[N+](=O)[O-]
LUMO energy (spin up / spin down): -0.74 / -0.74 eV
DFT total energy: -3082.65070 Eh
Highest occupied orbital energy (spin up / spin down): -7.093 / -7.096 eV
Gap between HOMO and LUMO (spin up / spin down): 6.353 / 6.358 eV
Molar mass: 220.03 g mol⁻¹